(1)
64
Properties=species:S:1:pos:R:3:forces:R:3 method="wB97M-V/def2-TZVPD" fmax_ha_per_bohr=0.0738 spin_multiplicity=5 s_squared=6.004 e_lumo_ev="-0.331 / -0.331" charge=0 homo_lumo_gap_ev="5.14 / 5.15" homo_energy_ha="-0.201 / -0.201"
O 0.523829 0.535308 -3.492066 -0.71 0.89 -2.00
C -0.295938 0.743710 -4.376672 0.49 -0.64 0.20
C -0.147232 1.709095 -5.527888 0.59 0.40 0.33
C 0.981871 2.538174 -5.489346 -0.10 0.14 -0.28
H 1.743847 2.356639 -4.725417 -0.40 0.14 -0.17
C 1.129908 3.569449 -6.414634 -0.07 -0.17 -0.03
H 2.010865 4.209616 -6.335204 -0.33 -0.08 -0.18
C 0.166408 3.764109 -7.415743 -0.07 -0.43 0.49
H 0.275243 4.597987 -8.107018 -0.07 -0.25 0.06
C -0.931941 2.889218 -7.504649 0.46 0.15 0.12
H -1.651460 3.026470 -8.312714 0.13 -0.12 0.28
C -1.086220 1.861944 -6.568162 0.28 -0.12 0.43
H -1.919125 1.156129 -6.637316 0.14 0.35 0.06
H -1.247182 0.172151 -4.409481 0.10 0.02 0.26
C -2.433003 2.190538 0.244789 -0.58 0.76 0.13
C -2.344170 1.043336 1.155026 3.15 -2.07 -0.44
H -3.305100 2.831223 0.429526 -0.06 0.26 -0.22
H -2.459034 1.830918 -0.789223 -0.16 -0.02 0.06
H -1.529348 2.800404 0.293474 0.00 0.16 0.11
C -3.129253 0.603719 2.109628 -1.47 0.62 1.18
C -4.282479 1.357543 2.786087 -0.17 -0.37 0.06
H -3.006292 -0.390110 2.570829 0.36 0.23 -0.02
H -4.679939 2.173345 2.174050 0.03 -0.13 0.06
H -3.951608 1.795604 3.746083 -0.05 -0.11 -0.32
H -5.102618 0.662342 3.040724 0.10 0.30 -0.15
Ho 0.079073 -0.114214 0.899260 -2.82 1.28 0.02
Cl 1.258383 2.168319 0.989514 0.33 0.06 0.19
Cl -0.876931 -0.631112 -1.357698 0.07 -0.30 -0.38
H 3.774704 0.534059 -2.256771 -0.08 -0.09 0.04
H 5.539816 1.043756 -0.832283 0.06 0.10 0.21
C 3.022414 0.392716 -1.478237 -0.03 -0.01 -0.05
C 4.865809 1.130343 0.023117 -0.01 0.04 -0.13
N 3.736828 0.250175 -0.200670 -0.56 -0.42 0.64
H 2.414797 -0.485067 -1.710924 0.16 0.11 0.19
C 3.222651 -0.425481 0.823586 -1.01 -0.01 -1.15
O 2.113541 -1.038634 0.745535 1.75 0.13 0.32
H 5.361595 0.808048 0.933930 0.22 0.14 0.02
H 3.791891 -0.423311 1.765717 -0.01 0.01 -0.33
H 2.358512 1.264859 -1.474092 0.14 -0.13 0.20
H 4.525787 2.167901 0.133815 0.06 -0.21 -0.06
H -1.583418 -5.350192 2.437167 0.00 0.22 -0.06
H -0.505302 -6.173066 0.126039 0.06 0.16 0.06
C -2.059641 -4.558204 1.845705 -0.04 -0.32 -0.17
C -1.019776 -5.316902 -0.317893 -0.09 0.05 -0.20
N -1.259912 -4.270279 0.659903 -0.10 -0.39 0.25
H -2.153810 -3.637236 2.427031 -0.06 -0.35 -0.15
C -0.772823 -3.060191 0.489021 -0.03 1.04 0.52
O -0.973291 -2.126691 1.307065 0.53 -1.08 -0.36
H -0.409092 -4.893222 -1.125743 -0.20 -0.26 0.19
H -0.186574 -2.880477 -0.423971 -0.19 -0.20 0.18
H -3.041108 -4.927488 1.531604 0.05 0.17 0.10
H -1.967582 -5.683019 -0.730081 0.13 0.16 0.02
N 3.616634 0.844535 6.676144 -2.26 -0.65 -1.29
C 2.623904 0.550989 6.127657 1.79 0.71 0.99
C 1.401536 0.123951 5.474719 0.18 -0.01 -0.17
C 0.363618 -0.423737 6.237997 -0.16 -0.40 -0.07
C -0.722527 -0.992916 5.582238 0.17 0.25 -0.57
C -0.718529 -1.008949 4.176027 0.09 0.11 0.30
N 0.237620 -0.413100 3.439430 0.39 0.31 0.80
C 1.276760 0.177984 4.079592 -0.72 -0.40 0.04
H 0.439396 -0.451780 7.326910 -0.02 0.09 -0.36
H -1.576107 -1.410383 6.118855 0.39 0.08 -0.13
H -1.521672 -1.516096 3.628861 0.43 0.38 0.13
H 1.992802 0.725269 3.457259 -0.20 -0.29 0.23


(2)
64
Properties=species:S:1:pos:R:3:forces:R:3 method="wB97M-V/def2-TZVPD" fmax_ha_per_bohr=0.0425 spin_multiplicity=4 s_squared=3.775 e_lumo_ev="-3.143 / -4.446" de_lowest_kj_mol=17.4 charge=+1 homo_lumo_gap_ev="7.80 / 6.72" homo_energy_ha="-0.402 / -0.410"
Tc 0.346470 0.140442 -1.180756 -0.59 -0.08 0.23
O -0.038882 -1.497523 0.026763 -0.69 1.06 -1.03
C 0.733419 -2.182667 0.776200 1.13 -0.96 0.83
C 0.160848 -3.162632 1.631085 0.04 0.19 -0.23
C 0.938465 -3.966890 2.418933 0.01 0.22 -0.11
C 2.332403 -3.828392 2.414872 0.41 0.17 -0.07
C 2.925210 -2.895352 1.601952 -0.01 -0.25 0.18
C 2.166366 -2.060593 0.757015 -0.86 0.08 0.09
C 2.822000 -1.334564 -0.274247 -0.05 -0.30 0.25
N 2.294564 -0.487804 -1.105323 0.39 -0.35 0.45
C 2.967509 -0.304822 -2.374606 0.14 0.33 -0.62
C 1.987609 -0.795669 -3.472556 0.69 0.14 -0.32
N 0.631488 -0.798412 -2.948307 -0.32 -0.40 -0.73
C -0.286316 -1.450981 -3.582905 -0.22 -0.07 0.05
C -1.664884 -1.527023 -3.228089 -0.45 0.40 0.56
C -2.484956 -2.433705 -3.926375 -0.27 -0.04 -0.03
C -3.829326 -2.540990 -3.666780 0.17 -0.18 -0.12
C -4.419205 -1.719491 -2.701804 0.26 -0.01 -0.06
C -3.660631 -0.819730 -1.999301 0.51 0.24 0.13
C -2.264246 -0.702666 -2.211882 -0.96 -1.50 -1.27
O -1.588379 0.135202 -1.514937 1.02 1.01 0.94
H -0.913749 -3.257461 1.620248 -0.13 0.00 -0.03
H 0.475164 -4.712858 3.048155 -0.04 -0.05 0.04
H 2.940298 -4.469235 3.031127 0.08 -0.04 0.11
H 4.002013 -2.795685 1.590240 0.10 -0.05 -0.02
H 3.859537 -1.630776 -0.442797 -0.02 0.16 -0.08
H 3.900683 -0.878534 -2.413515 -0.16 0.16 0.00
H 3.193869 0.755134 -2.511105 0.03 -0.16 -0.03
H 2.263761 -1.799605 -3.810248 -0.08 0.06 0.08
H 2.033759 -0.128347 -4.339723 0.06 -0.08 0.09
H 0.002530 -2.010108 -4.474935 0.07 0.02 0.05
H -2.037444 -3.073638 -4.674422 0.07 -0.01 -0.08
H -4.427747 -3.269064 -4.189695 -0.04 -0.04 -0.12
H -5.477307 -1.802249 -2.501980 -0.07 0.02 0.02
H -4.104072 -0.189485 -1.242821 -0.01 0.07 0.05
C -0.859452 0.256700 4.285449 0.08 0.00 -0.37
C -0.664240 0.007863 2.799131 -0.04 -0.57 0.43
O -0.563358 1.270048 2.143393 0.33 0.33 -0.96
P 0.170059 1.611882 0.744450 -0.16 1.40 1.66
O -0.648396 2.928931 0.401386 0.50 -0.07 -0.28
C -2.066468 2.876928 0.175695 -0.77 0.18 0.05
C -2.772585 3.755372 1.190357 0.36 -0.22 -0.18
O 1.588488 2.218666 1.122683 -0.24 -0.67 -0.40
C 1.747897 3.332186 2.033262 0.09 0.34 0.40
C 2.339940 2.870181 3.351501 -0.17 -0.06 -0.37
H -1.167297 -0.658633 4.783006 -0.01 -0.11 0.02
H -1.626998 1.009562 4.433786 -0.14 0.07 0.05
H 0.061657 0.602599 4.742341 0.11 0.08 0.09
H -1.524969 -0.524687 2.383613 0.14 0.00 -0.04
H 0.239503 -0.582722 2.627005 -0.11 0.04 0.01
H -2.411549 1.842375 0.252497 -0.01 0.06 -0.08
H -2.244544 3.236472 -0.840845 0.09 -0.18 0.16
H -2.544638 3.419580 2.196584 -0.02 -0.03 0.18
H -3.844167 3.707845 1.032950 -0.20 0.01 -0.03
H -2.447631 4.784569 1.079148 0.01 0.17 0.02
H 0.779962 3.812522 2.186250 0.10 0.02 -0.07
H 2.418857 4.030717 1.527777 -0.14 -0.08 0.02
H 1.635544 2.235678 3.882827 -0.04 -0.06 0.07
H 2.565440 3.734704 3.970169 0.02 0.08 0.06
H 3.256909 2.315262 3.177849 0.13 -0.05 0.02
Cl -0.684178 2.586282 -2.975637 -0.36 0.25 -0.37
C 0.815157 2.016792 -2.219106 0.11 -0.18 0.47
H 1.147520 2.827955 -1.566797 0.01 -0.20 0.00
H 1.522714 1.970539 -3.048205 0.08 -0.34 0.19


(3)
63
Properties=species:S:1:pos:R:3:forces:R:3 method="wB97M-V/def2-TZVPD" fmax_ha_per_bohr=0.0275 e_lumo_ev=0.560 de_lowest_kj_mol=17.1 charge=0 homo_lumo_gap_ev=8.26 homo_energy_ha=-0.283
C -4.622841 3.630332 -4.311109 0.08 0.02 0.23
C -4.177298 2.988150 -3.003187 -0.06 -0.19 -0.27
C -4.179966 1.464232 -3.103938 -0.05 0.12 0.33
C -3.927730 0.759028 -1.769683 0.14 0.08 -0.10
C -2.612848 1.133768 -1.086107 -0.06 -0.22 -0.14
C -1.395603 0.838029 -1.962276 -0.71 -0.08 0.00
N -0.161102 1.128746 -1.270070 0.49 -0.09 0.22
C 0.351455 0.665334 -0.096860 -0.04 0.40 -0.30
N -0.208549 -0.302018 0.687215 -0.23 -0.05 0.13
C 0.427076 -0.489678 1.985765 0.30 -0.05 0.28
C 1.636465 -1.428490 1.876897 -0.07 0.27 0.05
N 1.308614 -2.708576 1.270402 0.06 -0.19 -0.06
C 0.642057 -3.627273 2.177180 -0.09 0.09 -0.08
C 1.596158 -4.118706 3.234204 -0.11 -0.03 0.12
C 2.936885 -4.314024 2.921908 0.00 -0.05 0.08
C 3.834337 -4.772974 3.867184 0.04 -0.02 -0.03
C 3.402173 -5.051590 5.153243 -0.03 0.00 0.03
C 2.072564 -4.870501 5.486663 0.00 -0.01 0.05
C 1.183105 -4.407837 4.529905 0.25 -0.03 -0.09
Cl -0.477243 -4.203599 4.992839 -0.21 0.00 0.11
C 0.627965 -2.505176 0.009517 -0.25 0.08 -0.08
C -0.600781 -1.585035 0.125934 0.18 -0.32 -0.24
N 1.430631 1.344379 0.291711 0.40 0.10 0.16
C 1.624224 2.280746 -0.655284 -1.15 -0.33 -0.76
C 0.659247 2.185399 -1.644930 0.71 0.18 0.45
C 0.631694 3.067229 -2.761691 0.06 -0.14 0.20
O -0.155623 3.108437 -3.690336 -0.14 0.07 -0.22
N 1.692302 3.974351 -2.680033 -0.07 0.24 -0.36
C 2.683620 4.102158 -1.726876 0.04 0.01 0.04
O 3.543152 4.950434 -1.816995 0.21 0.25 -0.08
N 2.622103 3.207333 -0.681588 0.03 0.01 0.03
C 3.605939 3.249238 0.376126 0.24 0.06 0.19
H -3.947378 3.350648 -5.116033 0.05 0.00 -0.14
H -5.628179 3.308753 -4.576418 -0.10 -0.01 -0.07
H -4.620118 4.714187 -4.224534 -0.02 0.11 -0.09
H -3.172814 3.342035 -2.768345 0.05 0.05 0.12
H -4.846039 3.299266 -2.196664 0.04 0.02 0.10
H -3.434682 1.153480 -3.837664 0.01 -0.04 -0.13
H -5.155269 1.138657 -3.475331 0.02 -0.03 -0.10
H -4.744826 0.997598 -1.084861 -0.05 -0.08 0.01
H -3.945356 -0.321390 -1.937287 -0.06 -0.06 0.07
H -2.614844 2.195259 -0.835040 0.08 0.05 0.07
H -2.527178 0.574642 -0.151399 0.01 0.08 0.03
H -1.410067 -0.201871 -2.305284 0.01 0.11 -0.03
H -1.401010 1.481477 -2.843948 0.04 -0.17 0.06
H 0.744440 0.482584 2.357298 -0.07 -0.10 0.10
H -0.328078 -0.906594 2.658017 0.01 0.04 0.01
H 2.065520 -1.606338 2.863681 0.06 0.07 0.00
H 2.388204 -0.942509 1.249033 0.02 0.02 0.11
H 0.306693 -4.490404 1.591446 -0.09 0.07 0.03
H -0.243780 -3.194163 2.663478 0.06 -0.11 -0.10
H 3.258474 -4.087154 1.917566 0.04 0.05 -0.10
H 4.870662 -4.915528 3.601418 0.10 -0.01 -0.03
H 4.095586 -5.410830 5.898036 0.06 -0.03 0.07
H 1.720395 -5.085224 6.483663 -0.05 -0.01 0.07
H 0.334202 -3.473404 -0.401465 0.02 0.01 -0.04
H 1.344910 -2.039698 -0.676570 -0.07 -0.03 -0.08
H -1.060950 -1.456801 -0.850005 -0.08 -0.01 0.02
H -1.340186 -2.026236 0.801364 -0.03 0.02 -0.10
H 1.752527 4.645239 -3.437725 0.01 -0.12 0.15
H 3.110797 3.415013 1.332699 0.05 0.00 0.00
H 4.291934 4.065088 0.157554 -0.07 -0.10 0.05
H 4.144230 2.302373 0.417587 0.02 0.03 0.03